Entry 1:
Here is a single C2H3NO molecule from the Open Molecules 2025 dataset. Energies are from wB97M-V/def2-TZVPD.

```
7
Properties=species:S:1:pos:R:3:forces:R:3
C -0.145948 -0.557958 0.611253 -0.4533 1.1538 2.5165
O 0.664537 -0.285228 -0.501829 -0.7829 4.4753 -3.8156
C 0.249923 0.904703 -1.204139 2.0201 -5.2329 3.1636
N 0.014680 1.874694 -1.751340 -0.4283 1.1379 -0.7300
H 0.537175 -0.630559 1.489574 -0.3494 0.9520 -0.2897
H -0.375550 -1.618325 0.580231 -1.4129 0.1277 -0.5874
H -0.944818 0.312672 0.776250 1.4068 -2.6140 -0.2575
```
Forces are in eV/Å.

Properties
spin multiplicity	1
F_max	0.125	hartree/bohr
energy above the lowest of the compared OMol25 structures with the same formula, charge and spin	48.9	kcal per mole
HOMO-LUMO gap	0.4308	Ha
LUMO level	0.594	eV
total energy	-5657.7841	eV

Results of the Löwdin charge analysis, in e, for atoms 1 through 5: atom 1 (C): -0.115, atom 2 (O): -0.103, atom 3 (C): -0.252, atom 4 (N): 0.153, atom 5 (H): 0.089

=====

Entry 2:
Here is a molecular structure, C32H28GaN6O10P2 from the Open Molecules 2025 dataset. Energies are from wB97M-V/def2-TZVPD.

```
79
Properties=species:S:1:pos:R:3:forces:R:3
Ga 1.855700 -1.945540 0.083778 0.0030 -0.2312 -0.7082
O 6.201582 -2.080858 -0.419603 0.1561 -0.1820 -0.0512
P 4.945055 -2.689991 0.334561 0.0279 -0.0763 -0.2036
O 5.144449 -4.051105 0.836538 0.1305 -0.0401 0.0636
O 3.726257 -2.389977 -0.531770 0.1836 0.0995 0.3029
O 4.812659 -1.579247 1.576477 -0.1124 -0.0965 -0.1013
P 3.321127 -1.201045 1.940173 0.2264 0.3149 0.6202
O 3.460112 -0.473010 3.326124 0.1093 -0.0557 -0.0406
O 2.668207 -0.292881 0.896409 -0.4528 -0.3233 -0.1125
O 2.485915 -2.474335 1.956478 -0.4464 0.2260 -0.2723
H 6.939931 -2.706872 -0.406898 -0.1011 0.1373 0.0408
H 4.281810 -0.705234 3.785955 -0.1570 0.0846 -0.0319
C -5.914936 9.618585 2.289473 -0.0019 0.0652 0.0693
O -5.743312 8.807944 1.139732 -0.0316 0.0738 -0.0684
C -5.018231 7.680738 1.260313 0.1238 -0.2361 0.0046
C -4.904873 6.893595 0.110321 -0.0867 0.1031 -0.0443
C -4.212127 5.707603 0.141465 0.0553 -0.0833 0.0901
C -3.599582 5.266861 1.321046 -0.1097 0.2637 0.1004
C -3.700577 6.065222 2.455923 0.0545 -0.1708 -0.1386
C -4.397848 7.261708 2.433351 -0.0749 0.1749 0.1352
C -2.875763 4.002607 1.313981 0.1169 -0.3099 -0.1126
N -2.659180 3.263156 0.244373 -0.0824 0.1524 -0.1576
C -1.952095 2.185038 0.676446 0.0307 0.1358 0.6135
C -1.726793 2.254436 2.029423 -0.0507 0.0044 -0.6576
N -2.327724 3.421288 2.424452 -0.0245 0.1672 0.1784
C -1.053480 1.224898 2.757593 0.2000 -0.2508 0.1441
C -0.884592 1.204347 4.148176 -0.0921 0.0579 -0.1752
C -0.343352 0.092263 4.743260 0.0324 -0.0579 0.0701
C 0.031779 -0.985237 3.938651 0.1451 0.0523 0.0394
N -0.057069 -0.957233 2.625528 0.0987 -0.1076 -0.1572
C -0.571514 0.117216 2.028889 0.0007 0.0982 0.4097
C -0.709594 0.037374 0.565484 -0.2335 -0.6728 -0.4964
N -0.342227 -1.062971 -0.051540 0.3504 0.5648 0.5635
C -0.540862 -1.124338 -1.443827 0.0322 0.3769 -0.2472
C -1.197216 -0.024493 -2.286638 -0.1091 -0.0849 -0.1191
C -1.772278 1.014576 -1.446064 0.0861 -0.0167 0.3469
C -1.458819 1.095055 -0.130442 -0.0812 0.0122 -0.3191
H -6.549543 10.443942 1.981977 0.0049 -0.0022 -0.0032
H -4.959198 10.011657 2.644603 -0.0008 -0.0139 -0.0134
H -6.405478 9.066650 3.094927 0.0028 -0.0119 -0.0218
H -5.381862 7.243534 -0.795624 -0.0053 -0.0353 -0.0008
H -4.136362 5.089829 -0.742173 0.0057 0.0272 -0.0296
H -3.231793 5.770160 3.387527 0.0140 0.0205 0.0017
H -4.448961 7.860141 3.331850 -0.0146 -0.0335 -0.0153
H -2.368182 3.793604 3.356099 -0.0022 -0.0037 0.0202
H -1.199496 2.050435 4.746006 -0.0146 -0.0180 0.0194
H -0.215316 0.041376 5.815606 -0.0114 -0.0146 -0.0004
H 0.432792 -1.892846 4.372745 0.0443 0.0056 0.0294
H -0.618802 -2.133926 -1.825991 0.0131 0.0393 -0.0522
H -1.728356 -0.310271 -3.185439 -0.0601 -0.0634 0.0571
H -2.493192 1.714011 -1.849999 0.0471 0.0553 -0.0136
O 3.714519 -7.664139 -2.749901 -0.0441 0.0920 -0.0109
C 3.517198 -7.586525 -1.356344 0.0013 -0.1216 0.0718
C 2.748220 -6.344709 -1.026249 -0.0638 0.1182 -0.0173
C 2.358408 -6.076388 0.278325 -0.0125 -0.0309 -0.1238
C 1.738149 -4.877681 0.566313 -0.0360 -0.0437 0.0992
N 1.519164 -3.951515 -0.368353 0.0900 0.2276 0.0808
C 1.863460 -4.218908 -1.640946 0.0269 -0.2998 0.1154
C 2.444329 -5.409684 -2.013104 -0.0507 0.0142 -0.0896
C 1.664326 -3.087453 -2.555737 0.0787 0.4557 0.0142
C 1.184580 -3.068701 -3.927888 -0.1353 -0.1004 -0.2065
C 0.913852 -1.786993 -4.233635 -0.0466 -0.1282 0.1769
C 0.355192 -1.232823 -5.501318 0.0829 0.0406 -0.0489
O 0.153456 -2.198334 -6.500406 -0.0721 -0.0974 0.0513
C 1.315163 -0.938620 -3.061758 -0.0460 0.2048 -0.0340
C 0.294857 -0.164987 -2.244370 0.0249 -0.3845 0.1304
N 1.781730 -1.901032 -2.071773 0.1783 -0.2465 0.3552
H 4.348519 -8.359202 -2.941160 0.0316 -0.0581 -0.0170
H 4.468603 -7.537601 -0.814331 -0.0119 -0.0043 0.0023
H 2.961428 -8.455384 -0.984443 0.0237 0.0124 0.0183
H 2.573991 -6.772157 1.077410 -0.0446 0.0001 0.0190
H 1.437319 -4.618984 1.570553 0.0868 0.0179 0.0259
H 2.728510 -5.600212 -3.038148 -0.0154 0.0435 0.0012
H 1.011384 -3.938023 -4.543620 0.0084 0.0258 -0.0201
H 0.992979 -0.407112 -5.842383 -0.0238 -0.0130 -0.0108
H -0.627375 -0.799473 -5.296501 0.0269 0.0350 0.0047
H 0.999660 -2.511774 -6.833825 0.0671 0.0588 -0.0358
H 2.141389 -0.274227 -3.334073 -0.0027 -0.0345 -0.0714
H 0.790193 0.564201 -1.612056 -0.0610 0.0957 -0.0358
```
Forces are in eV/Å.

Properties
spin multiplicity	1
net charge	+1
F_max	0.017	hartree/bohr
energy above the lowest of the compared OMol25 structures with the same formula, charge and spin	85.1	kcal per mole
HOMO-LUMO gap	0.2230	Ha
LUMO level	-3.542	eV
total energy	-134010.9521	eV

Results of the Löwdin charge analysis, in e, for atoms 1 through 5: atom 1 (Ga): 0.491, atom 2 (O): -0.085, atom 3 (P): 0.265, atom 4 (O): -0.247, atom 5 (O): -0.251